Record 1
C5H6O2 in the gas phase. Source: OMol25; level of theory: the ωB97M-V functional and the def2-TZVPD basis.

XYZ file:
```
13
Properties=species:S:1:pos:R:3:forces:R:3:mulliken_charge:R:1
H 0.376771 1.506500 -1.044619 0.0089 -0.0205 0.1829 0.337
C -1.646220 -1.039889 -0.533176 -0.1499 -0.4195 -0.6097 -0.482
C 1.611238 0.591441 0.532645 0.3505 0.2219 -0.1329 -0.271
H -1.265924 -0.687127 -1.480912 0.0033 -0.1318 0.1032 0.322
H -2.214834 -1.948839 -0.415662 -0.0769 0.1507 -0.0598 0.299
O -1.658532 -0.253291 0.499417 -0.5323 -0.0444 0.6442 -0.230
H 1.487502 -1.005178 -1.101305 -0.0941 0.0858 0.1462 0.351
H 2.600486 1.020173 0.579742 -0.1399 -0.0383 0.0543 0.330
C 1.050827 -0.425679 -0.301215 0.2834 0.0581 -0.2642 -0.093
O 1.261169 -0.683205 1.088509 -0.0287 -0.0449 0.1560 -0.403
C -0.934828 0.833409 0.653086 0.4463 0.2446 0.1112 -0.301
H -0.972764 1.207526 1.671207 -0.0390 -0.0579 -0.2270 0.314
C 0.305109 0.884159 -0.147716 -0.0317 -0.0039 -0.1043 -0.172
```
Forces are in eV/Å.

Calculated values
HOMO level (alpha / beta)	-7.4 / -7.5	eV
HOMO-LUMO gap (alpha / beta)	0.29806 / 0.30436	Eh

---

Record 2
Cl2H2O2P2 in the gas phase in a non-equilibrium geometry. Source: OMol25; level of theory: the ωB97M-V functional and the def2-TZVPD basis.

XYZ file:
```
8
Properties=species:S:1:pos:R:3:forces:R:3:mulliken_charge:R:1
H 0.015411 0.740927 -1.339044 0.0638 0.6386 -0.1309 0.138
P 0.921113 0.147041 -0.487708 0.1563 -0.6348 -0.5363 0.609
Cl 1.273967 1.303271 1.048087 0.5725 0.8482 -0.0292 -0.105
O 0.430416 -1.177849 -0.009510 -0.6456 -0.8196 0.1230 -0.455
H 2.063134 -0.098671 -1.228916 0.5491 0.3778 0.1250 0.104
P -1.645694 -0.943364 0.291964 0.0076 -1.2266 0.3576 0.480
Cl -1.281721 -0.261651 2.207884 -0.2220 -0.1345 0.9885 -0.239
O -1.776625 0.290296 -0.482756 -0.4817 0.9509 -0.8977 -0.532
```
Forces are in eV/Å.

Calculated values
HOMO level	-9.7	eV
HOMO-LUMO gap	0.37030	Eh

---

Record 3
2 unconnected molecules or ions with the total composition C4H12 in a non-equilibrium geometry. Source: OMol25; level of theory: the ωB97M-V functional and the def2-TZVPD basis.

XYZ file:
```
16
Properties=species:S:1:pos:R:3:forces:R:3:mulliken_charge:R:1
C 2.216082 0.692708 0.247112 -1.1141 0.3463 0.1812 -0.950
H 2.966812 1.152092 0.886595 0.3926 0.0576 -0.3720 0.322
H -3.630152 -0.116092 0.283100 0.3024 0.3223 0.6938 0.273
H -3.226019 -0.959621 -1.070654 0.5866 0.0417 -0.3710 0.265
C 2.276955 -0.868633 0.412588 -1.0595 2.3702 -0.0326 -0.749
H 3.296399 -1.097225 0.084424 -0.5905 -0.9064 0.1879 0.291
H 1.294868 1.242301 0.541869 0.0797 -1.0045 0.3652 0.286
H 2.255704 1.048489 -0.782769 0.8082 -0.3039 -0.1426 0.309
H -0.703443 0.375497 -0.035876 0.1134 -0.6381 -0.0616 -0.126
C -1.664809 0.520478 -0.514206 -0.6550 2.4796 0.6957 -0.444
H 2.034034 -1.048962 1.448377 0.8015 -0.3606 0.5793 0.246
H -2.002508 1.482337 -0.014669 0.4362 -0.7088 -0.8532 0.279
C -2.739890 -0.494176 -0.207238 -0.0352 -1.8200 -0.2234 -0.881
H 1.409179 -1.338363 -0.061089 0.7062 -0.1770 -0.7565 0.268
H -2.288249 -1.342085 0.353110 -0.6461 0.5051 -0.0619 0.278
H -1.494962 0.751253 -1.570676 -0.1264 -0.2035 0.1718 0.334
```
Forces are in eV/Å.

Calculated values
HOMO level	-11.5	eV
HOMO-LUMO gap	0.46269	Eh

---

Short version: ΔE to the lowest compared entry with this formula, charge and spin = 158.9; 19.3; 16.8 kcal/mol, in the order given.